Below is a structure of composition C34H46Ge2N6NiOS3 at a distorted geometry, with properties calculated with ωB97M-V/def2-TZVPD.

```
93
Properties=species:S:1:pos:R:3
Ni 1.227 0.207 -0.614
C -0.667 1.037 4.740
C 0.255 -0.153 4.501
N -0.302 -1.105 3.565
C -1.065 -2.224 4.083
C -2.569 -1.974 4.091
C -0.197 -0.936 2.243
S 0.721 0.428 1.723
N -0.792 -1.844 1.488
C -0.810 -1.947 0.173
O -0.189 -1.265 -0.685
C -1.676 -3.051 -0.330
C -2.077 -3.053 -1.666
C -2.889 -4.063 -2.149
C -3.308 -5.083 -1.310
C -2.911 -5.088 0.018
C -2.096 -4.083 0.508
H -0.131 1.809 5.283
H -1.534 0.743 5.324
H -1.010 1.442 3.792
H 0.445 -0.677 5.439
H 1.211 0.201 4.102
H -0.718 -2.422 5.098
H -0.851 -3.094 3.461
H -2.825 -1.149 4.749
H -3.077 -2.868 4.443
H -2.917 -1.743 3.088
H -1.764 -2.250 -2.319
H -3.206 -4.058 -3.180
H -3.944 -5.874 -1.681
H -3.240 -5.879 0.676
H -1.779 -4.091 1.539
C 2.201 -3.620 -3.091
N 1.825 -2.266 -2.760
C 2.420 -1.136 -3.130
S 1.532 0.320 -3.018
N 3.647 -1.056 -3.661
C 4.770 -1.942 -3.413
H 1.317 -4.252 -3.016
H 2.967 -4.018 -2.420
H 2.562 -3.663 -4.119
H 0.946 -2.124 -2.265
H 3.886 -0.113 -3.943
H 4.704 -2.861 -3.996
H 4.837 -2.191 -2.351
H 5.680 -1.421 -3.698
C 1.677 3.976 1.738
Ge 0.933 4.234 -0.099
C -0.210 5.878 -0.110
C 2.457 4.425 -1.371
Ge -0.316 1.975 -0.887
C -1.907 1.740 0.314
C -2.100 2.595 1.392
C -3.120 2.377 2.300
C -3.951 1.278 2.156
C -3.769 0.417 1.088
C -2.757 0.647 0.172
C -1.085 2.446 -2.676
C -1.932 1.544 -3.308
C -2.484 1.851 -4.539
C -2.189 3.056 -5.155
C -1.331 3.951 -4.538
C -0.779 3.640 -3.308
H 2.218 4.880 2.007
H 2.370 3.141 1.749
H 0.900 3.799 2.476
H 0.435 6.696 0.197
H -1.033 5.806 0.592
H -0.605 6.100 -1.094
H 3.117 5.205 -1.001
H 2.130 4.690 -2.370
H 3.018 3.497 -1.421
H -1.428 3.436 1.523
H -3.256 3.052 3.132
H -4.739 1.097 2.873
H -4.409 -0.446 0.974
H -2.615 -0.045 -0.648
H -2.153 0.593 -2.839
H -3.143 1.146 -5.026
H -2.627 3.301 -6.111
H -1.086 4.888 -5.017
H -0.103 4.338 -2.830
S 3.524 1.168 -0.190
C 3.412 -0.334 0.542
N 4.037 -0.584 1.734
C 3.882 -1.783 2.373
C 3.156 -2.765 1.762
C 2.600 -2.491 0.504
N 2.705 -1.293 -0.076
H 4.522 0.182 2.182
H 4.354 -1.890 3.333
H 3.022 -3.728 2.223
H 2.045 -3.245 -0.036
```

Calculated values
ΔE to the lowest compared entry with this formula, charge and spin = 9.71 kcal per mole
strongest force on any atom = 0.0567 Eh/bohr
net charge = +1
expectation value of S² = 1.0248
DFT total energy = -8583.54405 hartree
HOMO level (alpha / beta) = -0.380 / -0.378 Ha
2S+1 = 2

Atom charges from the Mulliken analysis, given in e for atoms 1 to 4: atom 1 (Ni): 0.9255, atom 2 (C): -0.5565, atom 3 (C): -0.9394, atom 4 (N): 0.4010


Below is a structure of composition C34H47AsFeN6O10PS2SbSe4Si2 at a distorted geometry, with properties calculated with ωB97M-V/def2-TZVPD.

```
109
Properties=species:S:1:pos:R:3
Fe 0.341 0.364 -1.139
O -7.238 -2.502 -2.654
N -6.189 -3.045 -2.320
O -6.108 -4.261 -2.134
C -5.026 -2.222 -2.137
C -5.189 -0.883 -2.402
C -4.171 0.021 -2.138
C -4.380 1.413 -2.389
C -3.451 2.314 -2.014
C -2.242 1.830 -1.434
N -1.968 0.558 -1.267
C -2.945 -0.392 -1.549
C -2.773 -1.778 -1.246
N -1.666 -2.233 -0.562
C -1.400 -3.557 -0.493
C -2.233 -4.499 -1.005
C -3.463 -4.097 -1.541
C -3.772 -2.743 -1.646
H -6.129 -0.538 -2.802
H -5.303 1.717 -2.865
H -3.574 3.376 -2.164
H -1.474 2.531 -1.129
H -0.475 -3.828 -0.013
H -1.956 -5.543 -0.965
H -4.174 -4.827 -1.878
C 3.554 2.951 1.261
C 4.198 3.122 -0.097
C 3.284 3.806 -1.096
O 4.657 1.820 -0.532
P 4.036 0.748 -1.518
S 3.708 1.304 -3.350
S 2.474 -0.139 -0.524
O 5.260 -0.283 -1.508
C 5.611 -1.417 -0.715
C 5.350 -1.215 0.765
C 4.933 -2.645 -1.292
H 3.238 3.916 1.658
H 4.239 2.483 1.967
H 2.676 2.320 1.164
H 5.131 3.684 0.003
H 2.355 3.242 -1.234
H 3.750 3.924 -2.075
H 3.014 4.790 -0.705
H 6.692 -1.492 -0.867
H 4.283 -1.111 0.965
H 5.854 -0.317 1.124
H 5.725 -2.078 1.319
H 3.852 -2.490 -1.306
H 5.159 -3.529 -0.694
H 5.266 -2.810 -2.315
O 0.328 0.608 1.905
C 0.232 1.723 1.347
O 0.225 1.908 0.098
C 0.075 2.926 2.230
C -0.538 4.064 1.705
C -0.770 5.103 2.589
C -0.406 5.091 3.911
C 0.238 3.938 4.418
C 0.458 2.847 3.556
N 0.609 3.882 5.737
O 0.364 4.870 6.491
O 1.181 2.834 6.165
N -1.505 6.293 2.088
O -1.586 7.271 2.805
O -2.001 6.223 0.976
H -0.824 4.134 0.668
H -0.607 5.924 4.565
H 0.921 1.954 3.948
Se -1.304 1.781 -6.222
Sb 0.840 2.440 -5.195
Se 1.873 1.021 -6.929
Se 1.422 4.759 -5.261
Se 0.610 1.627 -2.807
C -3.441 0.894 1.675
Si -2.386 -0.560 2.149
C -3.463 -2.098 2.173
C -1.782 -0.276 3.888
As -0.561 -0.989 0.626
Si 0.824 -2.530 1.901
C 1.970 -1.601 3.016
C -0.164 -3.705 2.991
C 1.820 -3.606 0.724
H -4.019 1.175 2.559
H -4.135 0.660 0.867
H -2.847 1.762 1.380
H -4.084 -2.062 3.069
H -2.881 -3.018 2.211
H -4.126 -2.159 1.309
H -2.613 -0.484 4.565
H -1.463 0.757 4.026
H -0.946 -0.910 4.177
H 1.429 -1.123 3.830
H 2.505 -0.811 2.486
H 2.682 -2.318 3.432
H -0.830 -3.183 3.675
H 0.557 -4.267 3.589
H -0.761 -4.418 2.423
H 1.806 -3.221 -0.300
H 1.445 -4.630 0.706
H 2.863 -3.627 1.050
C 0.055 -2.357 -5.616
C 0.234 -3.033 -4.260
C 0.240 -2.047 -3.173
N 0.263 -1.290 -2.294
H -0.025 -3.126 -6.387
H 0.904 -1.723 -5.858
H -0.845 -1.740 -5.647
H 1.175 -3.585 -4.209
H -0.578 -3.734 -4.053
```

Calculated values
strongest force on any atom = 0.0881 Eh/bohr
net charge = -2
expectation value of S² = 6.1150
DFT total energy = -17466.94050 hartree
HOMO level (alpha / beta) = -0.046 / -0.130 Ha
2S+1 = 5

Atom charges from the Mulliken analysis, given in e for atoms 1 to 4: atom 1 (Fe): -1.0350, atom 2 (O): -0.7405, atom 3 (N): 1.0756, atom 4 (O): -0.7223